Here is an isolated molecule of CHNO4S from OMol25. Energies are from wB97M-V/def2-TZVPD.

Each line ends with the Löwdin charge.
Cartesian coordinates (Å):
1 O 2.02850 -0.84675 0.76980  0.086
2 N 1.07669 -0.11087 0.75554  -0.504
3 O 0.78860 0.68380 1.59995  0.095
4 C 0.28616 -0.30829 -0.36932  -0.188
5 S -1.24594 0.29824 -0.44293  0.880
6 O -2.05427 -0.08308 -1.58464  -0.277
7 O -1.57449 1.30215 0.49398  -0.240
8 H 0.69476 -0.93520 -1.22239  0.147

## Properties
molecular weight = 123.1 g mol⁻¹
F_max = 0.0728 hartree/bohr
relative energy (zero: lowest compared OMol25 entry of this formula, charge and spin) = 382.0 kJ/mol
LUMO energy = -0.0601 Ha
gap between HOMO and LUMO = 9.4 eV